(1)
Entry from the OMol25 dataset: a single C5H13N3 molecule (ωB97M-V with the def2-TZVPD basis set).

Calculated values
**SMILES**: C=NC(N)(N)CCC
**HOMO**: -9.248 eV
**LUMO**: 0.03360 hartree

Geometry (Å):
H 0.894545 1.218772 -3.019949
H -1.526436 -0.328146 0.162066
H -1.693781 -1.318644 2.387889
H 0.707498 2.479503 0.475734
N 1.623694 0.444652 -0.691483
C -0.484534 -0.587250 -0.018732
H 0.523884 -0.381542 1.849316
H -0.438622 -2.436251 2.914156
H -1.350068 -2.769047 1.443104
H -0.764665 1.942274 -3.399547
C -0.112882 1.480118 -2.669191
H 2.113866 1.278694 -0.982579
H 0.964182 -1.845141 0.970834
H -0.803612 1.924501 0.810139
N -0.556494 1.282576 -1.518534
C 0.130364 -1.197214 1.241471
C 0.235748 0.710237 -0.430470
H -0.457890 -1.289153 -0.854803
C -0.903007 -1.980321 2.043978
H 1.735706 -0.275898 -1.389738
N 0.162502 1.647278 0.676339

Cartesian forces (eV/Å) of the 2 atoms listed first:
H 0.0 0.0 0.2
H -0.1 0.0 -0.1

In elementary charge units, the Löwdin charges are:
1. H 0.068
2. H 0.109
3. H 0.069
4. H 0.078
5. N 0.095
6. C -0.154
7. H 0.094
8. H 0.065
9. H 0.069
10. H 0.062
11. C -0.057
12. H 0.075
13. H 0.101
14. H 0.085
15. N 0.033
16. C -0.268
17. C -0.684
18. H 0.117
19. C -0.118
20. H 0.081
21. N 0.082

(2)
Entry from the OMol25 dataset: a single C3H3IO2S molecule (ωB97M-V with the def2-TZVPD basis set).

Calculated values
**SMILES**: O=C1CS[C@H](I)O1
**HOMO**: -9.391 eV
**LUMO**: -0.00187 hartree

Geometry (Å):
C 1.048495 0.850260 -0.227392
O -0.029317 -2.344553 0.321918
H 1.943562 1.364952 0.111042
C 0.021251 -1.160791 0.239391
C -1.143511 -0.206154 0.443887
O 1.168953 -0.502112 -0.047827
I 0.909913 1.278153 -2.396019
H -1.786475 -0.210870 -0.441394
S -0.403723 1.422955 0.681316
H -1.729148 -0.491840 1.315076

Cartesian forces (eV/Å) of the 2 atoms listed first:
C -0.4 0.9 -0.3
O 0.2 0.0 0.0

In elementary charge units, the Löwdin charges are:
1. C -0.991
2. O 0.158
3. H 0.058
4. C -0.539
5. C -0.357
6. O -0.100
7. I 0.731
8. H 0.095
9. S 0.849
10. H 0.096

(3)
Entry from the OMol25 dataset: a molecular structure, C51H74BN2NaO6PSb (ωB97M-V with the def2-TZVPD basis set).

Calculated values
**Charge**: -2
**HOMO**: -1.378 eV
**LUMO**: 0.13422 hartree

Geometry (Å):
O 7.848064 -1.882840 3.475094
H -3.100388 2.099936 3.585925
C 4.200177 -0.980500 0.668160
H 5.698071 2.819362 -0.803435
H -6.766312 -0.156011 -4.064334
C 2.498365 -3.101264 2.535219
C 2.620145 3.629666 2.543621
C 6.037757 -1.453152 2.157478
H -1.192561 2.565684 -1.575884
H 3.880938 -4.831790 0.962073
C 2.416526 -5.402729 -0.493644
C -1.916704 -1.711727 2.644929
C -3.595090 -1.280574 -3.706640
C 0.732022 0.312648 4.210015
Na 0.834831 -0.514321 0.193227
H -4.442316 -2.877535 -6.454617
C -1.143888 -2.821309 2.152553
H 1.511544 4.295521 -3.417518
C 5.459038 -0.614680 3.142972
C 3.597210 -1.162886 -0.634220
C -4.185376 -0.710595 -4.846122
C -2.616400 1.025865 1.747726
H 3.675362 3.714348 2.276919
H 4.510740 1.657606 -0.189868
H -7.511622 -1.656942 -4.646954
H -6.276150 -1.704718 -3.379563
H -3.060810 -5.311560 3.529196
C -1.133680 3.624457 -1.316353
H 2.118465 -2.079493 2.553469
C 0.287605 4.284945 2.036279
C 2.029173 -3.809569 1.292314
C -1.610310 -4.123441 2.519954
H 1.265335 6.111420 -1.528107
H -3.850730 -0.560993 0.938928
C -3.560968 0.374454 -5.450545
C 0.259433 4.171258 -1.637778
B -0.550781 -0.239020 -2.025568
H -5.394116 -2.562648 4.549363
H -4.989199 -3.378167 -4.853569
H 3.841404 0.659642 3.658959
H -1.385279 3.721659 -0.257709
H -1.551578 -0.881078 5.266789
C 0.261024 5.688293 -1.470581
C -5.486223 -1.313719 -5.375956
H 3.178804 5.272045 -2.131109
H -1.299712 -4.557586 -1.741318
H -0.415610 4.717150 1.321773
H 3.169573 -6.288360 -2.309964
C -3.343072 0.342505 0.590873
N 7.276013 -2.086948 2.405999
H 1.556987 6.307149 0.640153
O -1.689744 -1.109420 -2.145296
C -5.990138 -0.606608 -6.636035
H 0.627986 2.760392 -3.251366
C 2.182636 5.750049 1.334764
C -2.423444 -0.745106 -3.224739
H -5.315980 -4.301359 4.237001
C 4.698292 2.717914 -0.359359
H 4.712509 3.218323 0.610133
P -1.185769 -0.091762 2.261158
H 4.691733 2.386375 -2.951819
C -0.744078 0.633021 3.954878
H 2.483993 4.103607 3.526334
C -2.746847 -4.302600 3.270715
C 1.097229 -5.223061 -0.896814
C -2.363315 0.911939 -4.964472
C 3.593315 -0.092543 1.640312
H -0.024709 3.258465 2.248285
H -1.886404 -4.658449 -0.069085
H 3.075470 2.950812 -3.378517
H -2.630640 0.040073 -0.176497
H -2.611212 0.522809 5.093822
C -3.071193 -1.945981 3.383646
Sb 1.650386 2.940552 -0.316961
H -0.336074 6.146768 -2.272413
O -0.676692 0.654824 -3.158931
H 5.975410 -0.516203 4.087143
C -1.802224 0.340452 -3.845642
N -0.039277 -2.591200 1.450033
C -1.570351 0.204210 5.164271
H -0.223049 4.231677 -3.742574
H 2.383950 2.568628 2.634214
H -3.660820 -1.105653 3.731232
H 3.142790 -7.393288 -0.935900
H 3.265929 1.476291 -2.421718
H 1.093034 0.816154 5.114647
H 0.211432 4.867188 2.965156
H 2.137621 6.265488 2.306120
H -1.895809 4.165042 -1.894662
O 2.531706 0.529003 1.410950
H 2.101161 -3.599738 3.424982
C 5.385501 -1.635615 0.945622
O 2.677949 -0.522721 -1.110147
H -1.891516 1.758872 -5.448591
C -4.738072 -3.435665 4.571918
C 4.290875 0.031303 2.900068
H -6.923207 -1.071108 -6.964611
H -5.265228 -0.690035 -7.448321
C -6.576748 -1.205194 -4.300120
C -3.605006 1.557460 2.783494
C 0.704519 -3.593230 0.852368
H 4.373784 -6.131133 -1.025461
H -1.144794 0.641666 6.074866
H -4.199984 0.757840 3.227753
C 3.325851 -6.355118 -1.231337
C 3.646490 3.304522 -1.298285
H -0.852207 1.717041 3.827292
H -4.466862 -3.612094 5.619757
C 2.860189 -4.691059 0.613238
C 3.986155 4.759059 -1.606494
H 5.830158 -2.294531 0.209338
H -4.302530 2.249296 2.298555
H 4.879117 4.805212 -2.246613
H -4.088932 1.006677 0.142107
H -1.421195 -3.100189 -0.740467
H -4.036298 -2.129400 -3.197480
C 0.237832 -4.344085 -0.252302
H -2.072376 1.890718 1.345974
H -0.186056 5.988496 -0.520370
H 0.733916 -5.779220 -1.758032
H 3.214571 5.798757 0.989009
C 1.721430 4.307428 1.510447
H 1.345357 0.612298 3.361577
H -1.023577 -4.976481 2.194751
H -6.157330 -3.228871 -6.173200
O 7.752414 -2.832113 1.553321
C 3.659227 2.481736 -2.587805
H -3.995298 0.837088 -6.328223
H 4.212143 5.310471 -0.693717
H 0.862139 -0.765952 4.344327
C -1.173136 -4.160669 -0.732146
C 0.573407 3.838360 -3.094306
H -6.187433 0.450684 -6.448443
C -5.256332 -2.791016 -5.732204
C -3.517169 -3.220320 3.710946
H 3.587954 -3.086289 2.604211
H 4.065765 -1.969419 -1.237862

Cartesian forces (eV/Å) of the 2 atoms listed first:
O -0.1 0.1 0.1
H -0.1 0.0 0.0

Atom charges from the Löwdin analysis, given in e for atoms 1 to 99:
1. O 0.012
2. H 0.056
3. C -0.140
4. H 0.083
5. H 0.087
6. C -0.034
7. C -0.135
8. C -0.192
9. H 0.054
10. H 0.110
11. C -0.299
12. C -0.297
13. C 0.049
14. C -0.138
15. Na 0.034
16. H 0.088
17. C -0.325
18. H 0.054
19. C -0.008
20. C -0.198
21. C -0.198
22. C -0.542
23. H 0.059
24. H 0.061
25. H 0.076
26. H 0.076
27. H 0.098
28. C -0.141
29. H 0.056
30. C -0.140
31. C -0.199
32. C -0.042
33. H 0.053
34. H 0.073
35. C -0.058
36. C -0.682
37. B -0.298
38. H 0.062
39. H 0.076
40. H 0.106
41. H 0.046
42. H 0.071
43. C -0.135
44. C -0.566
45. H 0.052
46. H 0.073
47. H 0.049
48. H 0.066
49. C -0.120
50. N -0.384
51. H 0.045
52. O 0.035
53. C -0.085
54. H 0.064
55. C -0.120
56. C -0.224
57. H 0.061
58. C -0.120
59. H 0.057
60. P 1.140
61. H 0.080
62. C -0.534
63. H 0.081
64. C -0.081
65. C -0.029
66. C 0.001
67. C -0.395
68. H 0.057
69. H 0.070
70. H 0.053
71. H 0.045
72. H 0.050
73. C -0.096
74. Sb 1.692
75. H 0.076
76. O 0.032
77. H 0.109
78. C -0.242
79. N 0.033
80. C -0.130
81. H 0.081
82. H 0.042
83. H 0.080
84. H 0.067
85. H 0.061
86. H 0.072
87. H 0.082
88. H 0.077
89. H 0.084
90. O -0.137
91. H 0.087
92. C 0.037
93. O -0.027
94. H 0.108
95. C -0.089
96. C 0.002
97. H 0.076
98. H 0.082
99. C -0.055

(4)
Entry from the OMol25 dataset: a molecular structure, C19H32N3Pb (ωB97M-V with the def2-TZVPD basis set).

Calculated values
**Charge**: +1
**HOMO (spin up / spin down)**: -11.388 / -9.235 eV
**LUMO (spin up / spin down)**: -0.09022 / -0.20564 hartree

Geometry (Å):
C -1.697816 0.476165 -5.047227
H 0.772784 -2.667635 3.785173
C 2.473584 -0.196935 0.750073
H 1.642784 -0.417935 -5.218627
H -0.491216 2.108665 5.845873
H 0.536384 0.716565 5.409173
C -0.984416 -2.148235 0.569873
H 2.498584 -0.306135 -2.588627
H 0.218284 -1.462435 -5.256327
H -2.179216 1.187465 -4.374727
H 0.337084 2.486865 -5.975327
H -0.262116 1.793065 1.268873
H -2.577816 -0.427235 -1.800327
N -0.567016 1.503465 3.787473
C -0.930616 -1.920435 -1.717927
N -0.302316 -0.905435 3.270573
H -0.188316 2.637665 -4.309627
H 2.825584 -1.987235 -0.522327
C -1.431816 -1.457835 4.007973
C -1.939816 -1.068435 -1.217727
H 1.737084 -1.163235 3.745073
H 0.118584 3.269565 2.847273
C 2.433184 -0.048535 -1.544827
C 2.194084 1.240265 -1.019427
H -1.263016 0.549165 5.564273
H -2.642816 -0.697335 0.860173
H 1.181884 -2.001635 2.214573
H 2.080784 1.958865 1.091573
H -0.891316 3.559465 4.286473
C -0.444716 1.199565 5.212173
H 2.580984 -0.581435 1.750173
H -2.293616 -0.760035 4.011173
C -0.362916 0.460965 2.792973
H -2.005716 -0.528935 -4.755527
C -0.222516 0.625065 -5.047527
C 0.609184 -0.490235 -5.560027
H -1.774716 -2.405235 3.545773
C -1.970416 -1.208035 0.192773
C -0.764816 2.895365 3.405773
H 0.649184 -0.505235 -6.660827
H 2.038284 2.135965 -1.595827
C 0.359484 1.987665 -4.993527
C 2.215684 1.147165 0.396273
C -0.346116 -2.592835 -0.613527
H -2.131616 0.653065 -6.044227
Pb 0.253184 -0.208435 -0.368627
N -0.204516 0.801865 1.524373
H 0.447984 -3.318935 -0.666427
H -0.780616 -2.490235 1.570573
H -1.682516 2.984065 2.787873
C 2.613884 -0.933535 -0.451127
C 0.910384 -1.706735 3.240173
H 1.405184 1.972265 -4.683127
H -0.670716 -2.056535 -2.754327
H -1.128916 -1.687235 5.053173

Cartesian forces (eV/Å) of the 2 atoms listed first:
C -0.2 0.0 0.0
H -0.2 0.8 -0.2

In elementary charge units, the Löwdin charges are:
1. C -0.093
2. H 0.114
3. C -0.207
4. H 0.066
5. H 0.100
6. H 0.102
7. C -0.210
8. H 0.111
9. H 0.067
10. H 0.071
11. H 0.092
12. H 0.073
13. H 0.109
14. N -0.140
15. C -0.194
16. N -0.197
17. H 0.071
18. H 0.118
19. C -0.077
20. C -0.193
21. H 0.103
22. H 0.093
23. C -0.189
24. C -0.186
25. H 0.076
26. H 0.109
27. H 0.060
28. H 0.104
29. H 0.102
30. C -0.049
31. H 0.086
32. H 0.106
33. C -0.254
34. H 0.067
35. C -0.389
36. C -0.091
37. H 0.094
38. C -0.214
39. C -0.056
40. H 0.093
41. H 0.111
42. C -0.092
43. C -0.228
44. C -0.184
45. H 0.092
46. Pb 1.517
47. N 0.018
48. H 0.117
49. H 0.080
50. H 0.103
51. C -0.184
52. C -0.068
53. H 0.067
54. H 0.108
55. H 0.097

Listing electronic energy for the structures above in their given order: -362.5587 -962.4769 -3317.5141 -1099.7942 a.u..
Listing ΔE to the lowest compared entry with this formula, charge and spin for the structures above in their given order: 62.0 0.0 55.5 200.2 kJ/mol.